A structure of composition C26H32Br2F3N3S5Sr in a non-equilibrium geometry, computed with the ωB97M-V functional and the def2-TZVPD basis.

**ΔE to the lowest compared entry with this formula, charge and spin**: 24.48 kJ/mol
**2S+1**: 1
**Largest force on an atom**: 1.340 eV Å⁻¹
**E_HOMO**: -14.0 eV
**Total charge**: +2
**Kohn-Sham gap**: 8.4 eV

Atoms and positions in Å:
Sr: -0.167 0.141 0.203
C: -3.320 0.164 2.920
C: -2.671 1.508 3.226
S: -1.973 2.224 1.721
C: -0.969 3.583 2.374
C: 0.146 3.195 3.337
S: 1.293 1.955 2.670
C: 1.550 0.945 4.155
C: 2.172 -0.401 3.819
S: 1.218 -1.475 2.721
C: -0.028 -2.216 3.803
C: -1.305 -1.415 4.005
S: -2.171 -1.153 2.436
H: -4.029 0.248 2.095
H: -3.883 -0.183 3.786
H: -1.887 1.402 3.974
H: -3.423 2.193 3.617
H: -1.631 4.300 2.859
H: -0.562 4.078 1.491
H: -0.261 2.796 4.264
H: 0.711 4.090 3.594
H: 0.590 0.817 4.655
H: 2.215 1.483 4.830
H: 2.368 -0.957 4.736
H: 3.133 -0.272 3.318
H: 0.445 -2.413 4.766
H: -0.250 -3.187 3.359
H: -1.091 -0.450 4.460
H: -1.975 -1.965 4.667
Br: -3.791 3.998 -4.613
C: -2.838 3.006 -3.355
C: -2.004 3.639 -2.452
C: -1.330 2.845 -1.548
N: -1.432 1.508 -1.504
C: -2.258 0.908 -2.380
C: -2.971 1.629 -3.322
C: -2.378 -0.585 -2.274
C: -3.135 -1.325 -3.165
C: -3.212 -2.698 -3.000
Br: -4.222 -3.717 -4.190
C: -2.540 -3.307 -1.956
C: -1.807 -2.495 -1.116
N: -1.715 -1.167 -1.259
H: -1.885 4.713 -2.449
H: -0.659 3.301 -0.828
H: -3.638 1.148 -4.022
H: -3.663 -0.863 -3.985
H: -2.587 -4.375 -1.800
H: -1.263 -2.931 -0.283
C: 3.692 2.215 -0.635
S: 1.934 2.230 -1.033
C: 1.990 2.416 -2.827
H: 4.201 1.448 -1.216
H: 3.787 1.992 0.426
H: 4.129 3.191 -0.834
H: 2.328 3.415 -3.093
H: 0.985 2.262 -3.216
H: 2.661 1.672 -3.255
F: 3.937 -3.942 -4.725
C: 3.954 -4.265 -3.433
F: 5.216 -4.199 -3.003
F: 3.542 -5.529 -3.313
C: 3.075 -3.348 -2.610
C: 2.924 -3.599 -1.258
C: 2.122 -2.754 -0.516
N: 1.481 -1.700 -1.045
C: 1.646 -1.476 -2.355
C: 2.427 -2.267 -3.176
H: 3.418 -4.439 -0.786
H: 1.993 -2.926 0.545
H: 1.119 -0.621 -2.770
H: 2.521 -2.046 -4.229



A structure of composition C26H32BrIMnN9O3S3 in a non-equilibrium geometry, computed with the ωB97M-V functional and the def2-TZVPD basis.

**2S+1**: 2
**Largest force on an atom**: 9.750 eV Å⁻¹
**E_HOMO (alpha / beta)**: -3.5 / -3.5 eV
**Total charge**: -1
**Kohn-Sham gap (alpha / beta)**: 4.6 / 4.7 eV
**⟨S²⟩**: 1.181

Atoms and positions in Å:
Mn: -0.620 0.888 1.014
N: 1.647 0.066 0.834
C: 2.497 1.185 1.227
C: 3.859 1.303 0.559
C: 3.839 1.118 -0.948
C: 2.842 2.077 -1.599
N: 2.992 3.457 -1.144
C: 4.155 4.076 -1.118
N: 4.325 5.041 -0.180
N: 4.983 4.064 -2.198
C: 1.722 2.519 1.003
O: 2.378 3.574 0.787
O: 0.486 2.406 1.045
H: 1.853 -0.770 1.363
H: 1.726 -0.136 -0.155
H: 2.647 1.109 2.307
H: 4.587 0.615 0.998
H: 4.189 2.322 0.777
H: 3.576 0.099 -1.244
H: 4.855 1.299 -1.319
H: 1.820 1.810 -1.320
H: 2.913 2.002 -2.689
H: 2.511 3.574 -0.224
H: 3.727 4.886 0.632
H: 5.284 5.223 0.077
H: 4.948 3.199 -2.724
H: 5.933 4.341 -1.988
S: -0.445 0.237 3.423
C: -2.144 0.256 3.795
C: -2.629 -0.631 4.757
C: -3.964 -0.646 5.145
C: -4.423 -1.585 6.111
N: -4.781 -2.347 6.898
C: -4.849 0.299 4.584
C: -4.374 1.185 3.623
C: -3.048 1.166 3.186
S: -2.556 2.263 1.931
C: -6.218 0.349 4.970
N: -7.331 0.413 5.260
H: -1.934 -1.334 5.197
H: -5.052 1.905 3.185
Br: 3.203 -6.183 1.704
C: 1.518 -6.281 0.834
C: 1.238 -7.423 0.097
C: 0.008 -7.568 -0.518
C: -0.951 -6.569 -0.393
C: -0.663 -5.420 0.323
C: 0.570 -5.264 0.940
I: 0.947 -3.465 1.961
H: 1.993 -8.194 0.017
H: -0.204 -8.462 -1.090
H: -1.924 -6.681 -0.852
H: -1.406 -4.633 0.408
S: -3.226 -2.786 0.053
C: -2.323 -1.519 0.470
N: -1.669 -0.589 0.741
C: 0.513 -0.776 -3.071
N: -0.636 0.074 -3.338
C: -1.456 -0.234 -4.494
C: -1.041 0.892 -2.320
O: -0.421 0.886 -1.254
N: -2.171 1.642 -2.536
C: -2.264 2.526 -3.685
C: -2.878 2.117 -1.350
H: 0.639 -1.469 -3.899
H: 0.367 -1.339 -2.147
H: 1.422 -0.180 -2.975
H: -1.436 -1.308 -4.679
H: -1.097 0.274 -5.395
H: -2.486 0.053 -4.303
H: -1.414 2.399 -4.354
H: -2.273 3.566 -3.346
H: -3.186 2.347 -4.245
H: -2.898 1.336 -0.594
H: -3.905 2.348 -1.637
H: -2.417 3.005 -0.911



A structure of composition C26H32ClFGaN2O2 in a non-equilibrium geometry, computed with the ωB97M-V functional and the def2-TZVPD basis.

**ΔE to the lowest compared entry with this formula, charge and spin**: 0.00 kJ/mol
**2S+1**: 1
**Largest force on an atom**: 4.006 eV Å⁻¹
**E_HOMO**: -0.3 eV
**Total charge**: -1
**Kohn-Sham gap**: 2.9 eV

Atoms and positions in Å:
Ga: -0.149 -0.081 0.099
Cl: 1.703 -0.205 -1.170
N: 0.315 2.057 0.106
N: 0.134 -2.228 0.349
C: -0.592 2.857 -0.409
C: -0.552 -3.017 -0.437
C: 1.474 2.901 0.511
C: 0.813 4.268 0.618
C: 2.522 2.945 -0.586
C: 2.094 2.415 1.803
H: 2.065 3.237 -1.540
H: 2.993 1.967 -0.704
H: 3.273 3.697 -0.312
H: 1.346 2.406 2.601
H: 2.903 3.102 2.084
H: 2.521 1.413 1.678
C: 1.148 -3.046 1.078
C: 0.970 -4.419 0.441
C: 0.819 -3.083 2.559
C: 2.556 -2.534 0.867
H: 2.781 -2.482 -0.202
H: 3.251 -3.234 1.350
H: 2.694 -1.542 1.309
H: -0.218 -3.408 2.700
H: 0.952 -2.098 3.015
H: 1.490 -3.800 3.048
O: -0.157 -4.278 -0.489
H: 0.703 -5.209 1.153
H: 1.833 -4.743 -0.154
O: -0.390 4.152 -0.231
H: 1.400 5.108 0.232
H: 0.479 4.486 1.643
C: -1.787 2.399 -1.186
C: -1.718 -2.604 -1.280
C: -1.386 -1.337 -1.997
H: -2.568 -2.458 -0.594
H: -1.957 -3.428 -1.963
C: -1.549 -0.106 -1.287
C: -1.433 1.156 -1.952
H: -2.034 -0.143 -0.240
C: -0.910 1.169 -3.236
C: -0.609 -0.046 -3.863
C: -0.610 2.470 -3.925
C: -0.857 -1.290 -3.277
H: -0.171 -0.020 -4.865
C: -0.501 -2.564 -3.987
H: -0.153 -2.332 -5.000
H: -1.361 -3.241 -4.064
H: 0.304 -3.099 -3.463
H: -1.476 3.144 -3.924
H: -0.325 2.271 -4.965
H: 0.229 2.996 -3.443
H: -2.102 3.220 -1.845
H: -2.592 2.209 -0.459
F: -2.533 0.750 5.718
C: -2.016 0.537 4.466
C: -0.640 0.430 4.312
C: -0.132 0.213 3.020
C: -0.978 0.135 1.913
C: -2.358 0.235 2.116
C: -2.898 0.438 3.396
H: 0.029 0.513 5.168
H: 0.947 0.105 2.882
H: -3.061 0.155 1.284
H: -3.971 0.519 3.532



A structure of composition C26H32ClN8NaS in a non-equilibrium geometry, computed with the ωB97M-V functional and the def2-TZVPD basis.

**ΔE to the lowest compared entry with this formula, charge and spin**: 2028.31 kJ/mol
**2S+1**: 1
**Largest force on an atom**: 5.638 eV Å⁻¹
**E_HOMO (alpha / beta)**: -6.1 / -5.2 eV
**Total charge**: 0
**Kohn-Sham gap (alpha / beta)**: 6.1 / 5.0 eV

Atoms and positions in Å:
Na: 0.760 -1.079 -0.460
C: 3.576 2.627 3.181
C: 2.869 1.652 2.281
N: 3.364 0.524 1.898
N: 4.582 0.130 2.360
C: 5.091 -1.059 1.971
N: 6.297 -1.355 2.527
S: 4.382 -2.095 0.868
C: 1.532 1.911 1.786
C: 0.741 3.034 2.005
C: -0.619 3.439 1.649
C: -1.835 2.913 1.251
C: -0.193 0.925 0.814
N: 1.013 0.839 1.027
H: 4.632 2.714 2.916
H: 3.506 2.306 4.224
H: 3.137 3.616 3.108
H: 5.102 0.702 3.013
H: 6.642 -0.852 3.328
H: 6.630 -2.291 2.383
H: 1.250 3.835 2.529
H: -0.784 4.457 2.004
H: -2.712 3.519 1.430
H: -2.164 0.797 2.148
N: -1.413 -4.050 1.388
C: -2.584 -3.324 1.620
C: -3.561 -3.812 2.492
C: -4.732 -3.118 2.680
C: -4.942 -1.906 2.030
C: -3.986 -1.349 1.189
C: -4.385 0.018 0.605
C: -3.576 1.062 0.345
C: -1.612 -0.421 0.231
N: -1.681 -1.650 0.100
C: -2.802 -2.129 0.949
H: -1.133 -4.646 2.150
H: -0.656 -3.500 1.018
H: -3.379 -4.741 3.020
H: -5.486 -3.508 3.351
H: -5.859 -1.358 2.207
H: -5.455 0.192 0.595
H: -4.225 1.815 -0.107
H: -1.628 1.748 -1.028
N: 2.213 -0.388 -2.132
C: 2.067 -1.356 -3.227
C: 2.126 -2.784 -2.694
N: 1.026 -3.050 -1.747
H: 2.200 0.564 -2.477
H: 3.118 -0.525 -1.685
H: 2.839 -1.244 -3.995
H: 1.096 -1.188 -3.702
H: 3.067 -2.921 -2.155
H: 2.114 -3.471 -3.546
H: 1.162 -3.943 -1.288
H: 0.147 -3.116 -2.250
Cl: -1.862 1.212 0.675
C: -1.455 2.090 -2.073
C: -0.611 3.178 -2.226
C: -0.063 3.484 -3.478
C: -0.278 2.614 -4.540
C: -1.087 1.505 -4.389
C: -1.747 1.231 -3.169
C: -2.693 0.190 -3.101
H: -0.406 3.799 -1.363
H: 0.525 4.383 -3.617
H: 0.182 2.812 -5.501
H: -1.261 0.844 -5.231
H: -2.794 -0.505 -3.924
H: -3.329 0.053 -2.239



A structure of composition C26H32FN3OS2 in a non-equilibrium geometry, computed with the ωB97M-V functional and the def2-TZVPD basis.

**2S+1**: 1
**Largest force on an atom**: 6.636 eV Å⁻¹
**E_HOMO**: -8.6 eV
**Total charge**: 0
**Kohn-Sham gap**: 7.2 eV

Atoms and positions in Å:
C: 6.161 -1.982 -0.882
C: 4.674 -2.231 -1.482
C: 3.645 -2.847 -0.385
C: 2.584 -1.768 0.160
N: 1.718 -1.157 -0.894
C: 0.299 -1.513 -0.752
C: -0.599 -1.205 0.525
C: -0.002 -0.428 1.807
C: -0.015 1.159 1.400
C: 1.450 1.732 1.052
C: 1.366 2.849 -0.130
O: 1.843 2.349 -1.407
C: -2.107 -1.627 0.625
F: -2.880 -1.354 1.814
C: -2.829 -2.348 -0.571
N: -4.239 -2.770 -0.596
S: -4.298 -3.424 -2.198
N: -2.725 -3.290 -2.871
C: -1.921 -2.627 -1.846
C: -0.406 -2.226 -1.947
S: 0.649 -2.533 -3.468
H: 6.777 -1.471 -1.705
H: 6.153 -1.282 0.030
H: 6.681 -2.966 -0.601
H: 4.751 -2.988 -2.347
H: 4.210 -1.225 -1.811
H: 4.307 -3.131 0.528
H: 3.134 -3.814 -0.720
H: 3.185 -0.978 0.745
H: 1.890 -2.311 0.909
H: 1.829 -0.135 -0.967
H: 1.029 -0.800 2.135
H: -0.715 -0.650 2.690
H: -0.530 1.717 2.269
H: -0.666 1.292 0.460
H: 1.811 2.313 1.983
H: 2.228 0.930 0.814
H: 0.263 3.139 -0.220
H: 2.052 3.719 0.187
H: 1.439 2.838 -2.160
H: 0.610 -1.277 -4.104
C: -2.284 1.430 -6.090
C: -3.480 2.088 -5.825
C: -4.290 1.664 -4.776
C: -3.899 0.586 -3.986
C: -2.700 -0.071 -4.248
C: -1.895 0.349 -5.304
H: -1.654 1.759 -6.910
H: -3.782 2.932 -6.436
H: -5.227 2.173 -4.574
H: -4.529 0.259 -3.166
H: -2.407 -0.913 -3.628
H: -0.963 -0.165 -5.513
C: -2.136 2.523 5.303
C: -1.735 1.217 5.037
C: -0.903 0.548 5.930
C: -0.481 1.182 7.095
C: -0.885 2.486 7.363
C: -1.709 3.159 6.465
H: -2.781 3.046 4.604
H: -2.070 0.721 4.131
H: -0.586 -0.468 5.719
H: 0.163 0.659 7.794
H: -0.557 2.980 8.272
H: -2.019 4.178 6.671



A structure of composition C26H32MoN3O10P in a non-equilibrium geometry, computed with the ωB97M-V functional and the def2-TZVPD basis.

**ΔE to the lowest compared entry with this formula, charge and spin**: 99.96 kJ/mol
**2S+1**: 1
**Largest force on an atom**: 4.616 eV Å⁻¹
**E_HOMO (alpha / beta)**: -8.4 / -8.4 eV
**Total charge**: 0
**Kohn-Sham gap (alpha / beta)**: 5.3 / 5.3 eV

Atoms and positions in Å:
Mo: -0.089 -0.539 -0.409
O: 3.971 0.083 3.470
C: 2.843 -0.237 4.123
C: 2.896 -0.267 5.517
C: 1.777 -0.601 6.249
C: 0.574 -0.914 5.618
C: 0.509 -0.876 4.243
C: 1.630 -0.535 3.478
C: 1.504 -0.502 2.020
O: 0.298 -0.707 1.523
N: 2.551 -0.340 1.270
N: 2.185 -0.320 -0.075
C: 3.065 -0.751 -0.894
C: 2.898 -0.738 -2.337
C: 4.020 -0.558 -3.116
C: 3.948 -0.653 -4.503
C: 2.748 -1.029 -5.108
C: 1.628 -1.245 -4.352
C: 1.636 -1.014 -2.952
O: 0.534 -1.200 -2.292
H: 3.799 0.014 2.507
H: 3.836 -0.028 5.995
H: 1.839 -0.623 7.330
H: -0.298 -1.181 6.198
H: -0.411 -1.111 3.724
H: 4.015 -1.117 -0.514
H: 4.971 -0.355 -2.638
H: 4.831 -0.491 -5.106
H: 2.710 -1.158 -6.182
H: 0.703 -1.576 -4.797
C: -2.043 3.997 -0.165
C: -0.617 4.475 -0.389
C: 0.255 4.235 0.834
C: -0.597 5.942 -0.786
O: -0.008 3.799 -1.537
P: -0.021 2.266 -1.897
O: 1.075 1.901 -2.810
O: -0.067 1.475 -0.549
O: -1.504 2.053 -2.454
C: -2.092 2.436 -3.742
C: -1.676 3.856 -4.093
C: -3.586 2.349 -3.485
C: -1.661 1.472 -4.818
H: -2.486 4.577 0.645
H: -2.074 2.943 0.109
H: -2.644 4.141 -1.063
H: -0.092 4.860 1.658
H: 1.290 4.498 0.612
H: 0.215 3.193 1.145
H: -1.015 6.551 0.015
H: -1.188 6.098 -1.689
H: 0.425 6.267 -0.980
H: -1.949 4.544 -3.293
H: -2.188 4.167 -5.005
H: -0.600 3.919 -4.257
H: -3.879 3.034 -2.689
H: -3.859 1.336 -3.188
H: -4.136 2.612 -4.389
H: -0.594 1.614 -4.975
H: -2.191 1.670 -5.752
H: -1.853 0.445 -4.507
O: -1.842 -2.833 1.129
C: -0.903 -3.378 0.602
C: -0.622 -4.872 0.657
C: 0.670 -5.039 -0.126
C: 1.039 -3.628 -0.557
O: 2.074 -3.367 -1.143
N: 0.078 -2.732 -0.154
H: -1.476 -5.398 0.232
H: -0.544 -5.171 1.702
H: 0.579 -5.663 -1.014
H: 1.493 -5.437 0.465
O: -1.724 -0.586 -0.518



A structure of composition C26H32N4O4 in a non-equilibrium geometry, computed with the ωB97M-V functional and the def2-TZVPD basis.

**ΔE to the lowest compared entry with this formula, charge and spin**: 2453.29 kJ/mol
**2S+1**: 1
**Largest force on an atom**: 19.346 eV Å⁻¹
**E_HOMO**: -7.0 eV
**Total charge**: 0
**Kohn-Sham gap**: 6.2 eV

Atoms and positions in Å:
C: -8.896 -1.531 -1.914
H: -9.354 -1.660 -1.069
O: -8.137 -0.196 -2.082
C: -7.307 -0.028 -1.132
C: -6.961 -1.022 -0.223
C: -6.081 -0.525 0.892
C: -5.521 0.683 0.910
C: -5.825 1.674 -0.422
C: -6.811 1.283 -1.307
H: -7.019 1.858 -2.031
H: -5.395 2.821 -0.373
C: -4.471 1.326 1.618
N: -3.013 0.692 1.104
C: -2.362 1.912 0.492
O: -2.849 2.905 0.104
N: -1.223 1.422 0.096
C: -0.526 0.072 0.232
C: 0.649 -0.131 -0.273
C: 1.362 -1.209 -0.177
C: 0.542 -2.220 0.766
C: -0.712 -1.968 1.082
C: -1.358 -0.617 1.110
C: -2.561 -0.278 1.576
O: -3.255 -1.106 2.388
H: -1.223 -2.509 1.518
H: 1.071 -3.228 0.791
C: 2.605 -1.767 -0.739
O: 2.955 -0.902 -1.820
N: 3.311 -2.456 0.071
H: 3.125 -2.783 0.937
C: 4.758 -2.625 -0.479
C: 5.725 -2.263 0.478
H: 6.767 -2.605 0.377
H: 5.456 -2.726 1.576
C: 5.801 -0.770 0.618
N: 6.444 -0.013 -0.584
C: 5.671 0.779 -1.522
C: 5.292 2.108 -0.356
C: 6.358 2.671 0.332
C: 7.691 2.608 -0.112
H: 7.908 2.551 -1.128
H: 8.286 3.333 0.483
C: 8.324 1.084 0.178
H: 8.244 0.810 1.246
H: 9.391 1.215 -0.121
C: 7.990 -0.116 -0.658
H: 8.210 -0.054 -1.653
H: 8.416 -1.124 -0.234
H: 6.193 3.776 0.393
H: 6.176 2.187 1.331
H: 5.103 2.880 -1.440
H: 4.401 1.996 -0.093
H: 4.896 0.369 -1.778
H: 6.288 0.921 -2.149
H: 4.941 -0.372 0.844
H: 6.459 -0.291 1.701
H: 4.908 -2.307 -1.455
H: 4.757 -3.814 -0.500
H: 1.247 0.732 -0.945
H: -0.532 2.132 -0.304
H: -4.314 2.240 1.775
H: -4.444 0.706 2.765
H: -5.683 -1.100 1.571
H: -7.580 -1.852 0.144
H: -9.619 -1.650 -2.801
H: -8.201 -2.436 -2.072